# 1
Entry from OMol25: a molecular structure, C26H21AuCl2N4O5S7 (the ωB97M-V functional and the def2-TZVPD basis).

The geometry in XYZ format:
```
66
C26H21AuCl2N4O5S7 (the ωB97M-V functional and the def2-TZVPD basis)
Au -0.17 -0.53 -0.44
O 4.53 4.35 -2.19
S 3.55 3.47 -2.81
O 3.77 3.20 -4.21
N 3.31 2.14 -1.95
C 2.10 2.10 -1.39
O 1.67 1.19 -0.66
C 1.27 3.33 -1.70
C 0.02 3.65 -1.22
C -0.58 4.82 -1.67
C 0.07 5.66 -2.58
C 1.35 5.35 -3.02
C 1.93 4.19 -2.56
H -0.47 3.00 -0.51
H -1.58 5.08 -1.33
H -0.42 6.56 -2.93
H 1.89 6.00 -3.70
C -6.28 0.63 -2.14
S -4.71 1.20 -2.88
C -3.88 -0.34 -3.06
C -2.61 -0.57 -2.66
S -1.54 0.61 -2.01
S -2.06 -2.22 -2.94
C -3.48 -2.82 -3.73
S -3.65 -4.36 -4.30
S -4.71 -1.63 -3.91
H -6.79 1.53 -1.78
H -6.08 -0.04 -1.31
H -6.89 0.14 -2.90
Cl 6.59 0.63 3.10
C 5.80 2.12 2.65
C 6.51 3.29 2.82
C 5.90 4.51 2.64
C 4.54 4.55 2.34
C 3.84 3.37 2.15
Cl 2.14 3.46 1.85
C 4.46 2.11 2.22
N 3.73 0.96 1.99
C 4.13 -0.13 1.18
C 5.23 -0.05 0.32
C 5.59 -1.12 -0.46
C 4.86 -2.30 -0.40
C 3.75 -2.38 0.43
C 3.36 -1.30 1.21
C 2.13 -1.40 2.09
C 1.16 -2.50 1.63
O 1.29 -3.62 2.15
O 0.26 -2.24 0.76
H 7.55 3.23 3.12
H 6.45 5.43 2.74
H 4.02 5.49 2.24
H 2.74 1.14 1.87
H 5.76 0.89 0.23
H 6.43 -1.03 -1.14
H 5.14 -3.15 -1.01
H 3.17 -3.29 0.47
H 1.58 -0.46 2.12
H 2.44 -1.66 3.10
N -3.56 0.57 0.73
C -2.73 1.58 1.12
N -3.07 2.81 0.65
S -1.48 1.34 2.16
H -3.99 0.69 -0.17
H -3.16 -0.34 0.88
H -3.60 2.86 -0.21
H -2.38 3.53 0.80
```

Its strongest force on any atom is 0.96 eV/Å. As for the total charge: -2. For the HOMO-LUMO gap, the calculation gives 6.56 eV. Its energy above the lowest of the compared OMol25 structures with the same formula, charge and spin is 35.2 kcal/mol. The multiplicity is 1. Its molecular weight is 961.819 g mol⁻¹.

# 2
Entry from OMol25: a molecular structure, C26H21BClF5MnN6O5S (the ωB97M-V functional and the def2-TZVPD basis).

The geometry in XYZ format:
```
67
C26H21BClF5MnN6O5S (the ωB97M-V functional and the def2-TZVPD basis)
Mn -0.23 0.27 0.42
B 0.10 -2.75 2.37
N 0.64 -1.40 2.92
C 1.23 -1.27 4.11
C 1.70 0.02 4.24
C 1.33 0.64 3.05
N 0.70 -0.23 2.26
N -0.96 -2.56 1.22
C -1.75 -3.58 0.85
C -2.55 -3.17 -0.20
C -2.18 -1.85 -0.42
N -1.23 -1.50 0.45
H -0.47 -3.30 3.28
H 1.01 -3.42 1.94
H 1.28 -2.12 4.77
H 2.21 0.45 5.08
H 1.44 1.66 2.73
H -1.68 -4.52 1.36
H -3.29 -3.74 -0.73
H -2.56 -1.14 -1.13
O 1.58 -1.43 -4.97
C 0.55 -0.64 -5.18
O 0.14 -0.39 -6.29
C -0.11 -0.05 -3.97
C -1.16 0.84 -4.00
Cl -1.92 1.59 -5.32
N -1.50 1.14 -2.72
N -0.69 0.50 -1.86
C 0.15 -0.21 -2.59
C 1.23 -0.95 -1.85
O 2.06 -1.60 -2.50
O 1.22 -0.79 -0.60
C -2.40 2.16 -2.26
C -3.68 2.24 -2.77
C -4.49 3.30 -2.38
C -4.02 4.24 -1.47
C -2.75 4.10 -0.92
C -1.93 3.06 -1.31
H 1.79 -1.53 -3.98
H -4.05 1.50 -3.46
H -5.49 3.38 -2.77
H -4.65 5.07 -1.17
H -2.40 4.81 -0.18
H -0.95 2.92 -0.87
C 3.06 1.65 0.19
C 1.78 2.19 -0.44
C 1.82 3.70 -0.55
O 0.64 1.84 0.32
H 3.90 1.79 -0.48
H 2.97 0.59 0.42
H 3.28 2.19 1.12
H 1.69 1.77 -1.45
H 1.82 4.14 0.45
H 0.96 4.09 -1.09
H 2.72 4.02 -1.08
F -7.19 3.62 0.65
C -6.01 3.06 0.94
C -5.14 3.67 1.83
F -5.50 4.82 2.41
C -3.91 3.10 2.10
F -3.12 3.75 2.96
C -3.48 1.91 1.51
S -2.00 1.13 2.01
C -4.38 1.33 0.61
F -4.07 0.19 -0.01
C -5.62 1.88 0.33
F -6.44 1.29 -0.55
```

Its strongest force on any atom is 0.42 eV/Å. As for the total charge: -1. For the HOMO-LUMO gap (alpha / beta), the calculation gives 7.08 / 7.76 eV. Its energy above the lowest of the compared OMol25 structures with the same formula, charge and spin is 0.0 kcal/mol. The multiplicity is 5. Its molecular weight is 725.751 g mol⁻¹.

# 3
Entry from OMol25: a molecular structure, C26H21ClF5N2O7S3TeV at a distorted geometry (the ωB97M-V functional and the def2-TZVPD basis).

The geometry in XYZ format:
```
67
C26H21ClF5N2O7S3TeV (the ωB97M-V functional and the def2-TZVPD basis)
V -0.12 1.23 -1.72
C 2.96 -0.02 1.37
C 2.23 0.22 0.09
N 1.20 1.02 0.02
N 0.92 1.72 1.17
C 0.17 2.73 0.97
S -0.53 3.11 -0.58
S -0.13 3.86 2.29
C 1.22 5.03 1.86
C 2.57 4.38 1.83
C 3.21 4.01 3.01
C 4.45 3.38 2.97
C 5.04 3.09 1.75
C 4.40 3.44 0.57
C 3.18 4.09 0.61
C 2.69 -0.44 -1.11
C 3.61 -1.49 -1.06
C 4.12 -2.05 -2.21
C 3.75 -1.53 -3.46
C 2.86 -0.49 -3.55
C 2.31 0.04 -2.38
O 1.44 1.04 -2.50
H 2.75 0.76 2.09
H 4.03 -0.09 1.19
H 2.62 -0.97 1.79
H 1.15 5.80 2.63
H 0.98 5.49 0.90
H 2.74 4.22 3.96
H 4.94 3.11 3.89
H 6.01 2.60 1.72
H 4.86 3.22 -0.39
H 2.68 4.37 -0.31
H 3.92 -1.89 -0.10
H 4.81 -2.87 -2.15
H 4.16 -1.96 -4.36
H 2.53 -0.09 -4.49
C -6.78 -5.51 4.15
C -5.94 -4.69 3.21
O -6.37 -3.81 2.52
S -4.21 -5.18 3.23
C -3.48 -3.88 2.27
C -3.87 -3.66 0.96
C -3.24 -2.69 0.21
C -2.20 -1.94 0.77
C -1.82 -2.16 2.10
C -2.46 -3.12 2.85
C -1.53 -0.97 -0.01
C -0.95 -0.13 -0.69
H -7.77 -5.65 3.72
H -6.87 -4.96 5.09
H -6.32 -6.48 4.37
H -4.66 -4.25 0.52
H -3.53 -2.50 -0.82
H -1.03 -1.56 2.53
H -2.19 -3.29 3.88
O 0.28 0.45 -5.14
Cl -0.59 -0.59 -4.70
O -0.44 -1.78 -5.45
O -1.98 -0.14 -4.87
O -0.37 -0.86 -3.29
F -3.68 3.22 -3.47
Te -3.00 1.48 -3.51
F -3.39 1.77 -1.68
F -3.03 -0.25 -2.75
F -4.63 0.97 -4.17
F -2.52 2.14 -5.18
O -1.17 1.93 -2.98
```

Its strongest force on any atom is 1.11 eV/Å. For the HOMO-LUMO gap, the calculation gives 6.55 eV. Its energy above the lowest of the compared OMol25 structures with the same formula, charge and spin is 95.3 kcal/mol. The multiplicity is 1. Its molecular weight is 878.649 g mol⁻¹.

# 4
Entry from OMol25: a molecular structure, C26H21F3InN7O3S2 at a distorted geometry (the ωB97M-V functional and the def2-TZVPD basis).

The geometry in XYZ format:
```
63
C26H21F3InN7O3S2 (the ωB97M-V functional and the def2-TZVPD basis)
In 0.29 0.40 -0.07
S -2.23 -3.30 6.31
N -1.94 -1.74 6.04
C -1.54 -1.63 4.78
C -1.18 -0.39 4.12
C -1.22 0.85 4.77
C -0.85 1.96 4.06
C -0.47 1.82 2.72
N -0.44 0.65 2.10
C -0.78 -0.45 2.79
C -0.73 -1.74 2.09
N -0.33 -1.70 0.82
C -0.25 -2.82 0.11
C -0.57 -4.06 0.66
C -0.99 -4.12 1.97
C -1.07 -2.94 2.71
C -1.50 -2.88 4.10
N -1.86 -3.90 4.86
H -1.52 0.90 5.81
H -0.84 2.96 4.49
H -0.19 2.72 2.19
H 0.07 -2.67 -0.92
H -0.49 -4.95 0.06
H -1.25 -5.06 2.43
F -0.76 5.02 -2.21
C 0.22 4.21 -1.82
F 0.40 3.26 -2.73
F 1.34 4.91 -1.69
S -0.21 3.42 -0.21
O -0.31 4.47 0.77
O -1.38 2.61 -0.44
O 0.94 2.52 0.00
N 2.36 -1.32 -1.56
C 3.00 -0.86 -0.52
C 4.38 -1.16 -0.19
C 5.00 -0.60 0.88
C 4.29 0.31 1.71
C 3.00 0.56 1.40
N 2.34 -0.01 0.35
H 2.99 -1.94 -2.05
H 0.81 -0.66 -2.22
H 4.90 -1.84 -0.85
H 6.04 -0.83 1.09
H 4.75 0.80 2.56
H 2.41 1.24 2.00
C 1.12 0.29 -4.44
C -0.35 0.50 -4.17
C -1.17 1.05 -5.15
C -2.52 1.26 -4.92
C -3.06 0.90 -3.69
C -2.27 0.34 -2.70
C -2.86 -0.11 -1.40
C -0.89 0.15 -2.93
N -0.12 -0.43 -1.92
H 1.41 0.71 -5.40
H 1.37 -0.78 -4.45
H 1.74 0.74 -3.66
H -0.74 1.32 -6.11
H -3.14 1.70 -5.69
H -4.12 1.05 -3.49
H -3.95 -0.02 -1.41
H -2.51 0.49 -0.56
H -2.60 -1.15 -1.19
```

Its strongest force on any atom is 1.34 eV/Å. For the HOMO-LUMO gap, the calculation gives 5.61 eV. The multiplicity is 1. Its molecular weight is 715.446 g mol⁻¹.